## one
The following is a DFT calculation (ωB97M-V with the def2-TZVPD basis set) of 2 unconnected molecules or ions with the total composition CH8NO.

Summary:
* LUMO: -4.04 eV
* orbital gap: 11.240 eV
* highest occupied orbital energy: -15.284 eV
* total charge: +1
* spin multiplicity: 1

Element x y z (Å)
1 N -1.761 0.215 -0.199
2 H -1.276 -0.622 -0.454
3 H -1.107 0.657 0.559
4 H -2.555 -0.170 0.390
5 H -2.016 0.616 -1.129
6 C 1.564 -0.480 -0.061
7 O 0.742 0.573 0.581
8 H 0.954 -1.059 -0.749
9 H 1.928 -1.167 0.749
10 H 2.391 0.046 -0.622
11 H 1.136 1.391 0.936

Atom charges from the Löwdin analysis, given in e for atoms 1 to 6:
1 N 0.264
2 H 0.100
3 H 0.162
4 H 0.180
5 H 0.177
6 C -0.068

---

## two
The following is a DFT calculation (ωB97M-V with the def2-TZVPD basis set) of 2 unconnected molecules or ions with the total composition CH8NO.

Summary:
* LUMO: -3.99 eV
* orbital gap: 11.436 eV
* highest occupied orbital energy: -15.423 eV
* total charge: +1
* spin multiplicity: 1

Element x y z (Å)
1 N -1.384 -1.242 -0.273
2 H -2.009 -1.667 -0.956
3 H -0.522 -0.764 -0.599
4 H -1.913 -0.491 0.188
5 H -1.137 -1.840 0.519
6 C 0.585 1.354 0.428
7 O 1.020 0.070 -0.141
8 H 0.330 2.029 -0.381
9 H -0.206 1.105 1.118
10 H 1.397 1.824 0.907
11 H 1.961 0.017 0.054

Atom charges from the Löwdin analysis, given in e for atoms 1 to 6:
1 N 0.313
2 H 0.161
3 H 0.103
4 H 0.151
5 H 0.162
6 C -0.074

---

The most stable arrangement is two, and the next structure is 0.468 eV less stable.

---

## one
The following is a DFT calculation (ωB97M-V with the def2-TZVPD basis set) of C3H7N3S in the gas phase.

Summary:
* LUMO: 0.17 eV
* orbital gap: 8.855 eV
* highest occupied orbital energy: -8.683 eV
* total charge: 0
* SMILES: [H]/N=C(/N)NC(C)=S
* spin multiplicity: 1

Element x y z (Å)
1 C -1.668 -0.944 0.646
2 C -1.250 -0.177 -0.477
3 C 1.187 0.453 0.157
4 H -1.532 -1.984 0.053
5 H -2.722 -0.856 0.753
6 H -0.918 -0.999 1.470
7 H -0.064 0.643 -1.791
8 H 2.973 1.391 0.218
9 H 1.632 2.312 -0.260
10 H 0.868 -1.373 0.838
11 N 0.090 0.291 -0.726
12 N 2.142 1.393 -0.211
13 N 1.442 -0.473 1.060
14 S -2.179 0.322 -1.730

Atom charges from the Löwdin analysis, given in e for atoms 1 to 6:
1 C -0.109
2 C -0.871
3 C -0.526
4 H 0.160
5 H 0.065
6 H 0.079

---

## two
The following is a DFT calculation (ωB97M-V with the def2-TZVPD basis set) of C3H7N3S in the gas phase.

Summary:
* LUMO: -0.29 eV
* orbital gap: 8.495 eV
* highest occupied orbital energy: -8.783 eV
* total charge: 0
* SMILES: CS(C)(=N)=NC#N
* spin multiplicity: 1

Element x y z (Å)
1 C 2.964 -0.160 -0.225
2 C 0.313 0.653 1.104
3 C -0.255 -0.130 -1.415
4 N 3.748 0.715 -0.122
5 N -0.621 -1.942 0.442
6 N 2.276 -1.235 -0.219
7 S 0.436 -0.813 0.131
8 H -0.764 0.934 1.430
9 H 0.739 0.554 2.005
10 H 0.874 1.534 0.687
11 H -1.369 -0.417 -1.195
12 H 0.048 0.898 -1.442
13 H 0.346 -0.669 -2.117
14 H -0.472 -2.470 1.235

Atom charges from the Löwdin analysis, given in e for atoms 1 to 6:
1 C -0.621
2 C -0.229
3 C -0.159
4 N 0.089
5 N -0.234
6 N -0.103

---

## three
The following is a DFT calculation (ωB97M-V with the def2-TZVPD basis set) of C3H7N3S in the gas phase.

Summary:
* LUMO: 0.49 eV
* orbital gap: 8.395 eV
* highest occupied orbital energy: -7.904 eV
* total charge: 0
* SMILES: [H]/N=C/NC(=S)NC
* spin multiplicity: 1

Element x y z (Å)
1 C -2.148 -0.301 -0.001
2 C 0.036 0.966 0.004
3 C 1.990 -0.630 -0.004
4 H -1.974 -0.900 -0.871
5 H -3.198 0.002 -0.019
6 H -1.975 -0.918 0.895
7 H -1.776 1.787 -0.007
8 H 0.037 -1.067 -0.007
9 H 2.073 -1.726 0.002
10 H 3.842 -0.394 -0.009
11 N -1.316 0.887 0.001
12 N 0.638 -0.289 0.010
13 N 2.972 0.161 0.001
14 S 0.797 2.423 0.002

Atom charges from the Löwdin analysis, given in e for atoms 1 to 6:
1 C -0.087
2 C -0.888
3 C -0.308
4 H 0.073
5 H 0.092
6 H 0.091

---

The most stable arrangement is three, and the next structure is 1.405 eV less stable.

---

## one
The following is a DFT calculation (ωB97M-V with the def2-TZVPD basis set) of C3H7N3S in the gas phase.

Summary:
* LUMO: 0.88 eV
* orbital gap: 10.007 eV
* highest occupied orbital energy: -9.128 eV
* total charge: 0
* SMILES: [H]/N=C(/NS)N1CC1
* spin multiplicity: 1

Element x y z (Å)
1 C 0.260 -0.149 -0.408
2 C -1.527 -0.614 -1.962
3 C -2.187 0.123 -0.880
4 H 2.313 1.084 1.388
5 H -0.507 1.152 1.043
6 H 1.121 -1.100 -1.809
7 H -1.346 -1.665 -1.736
8 H -1.751 -0.344 -2.978
9 H -2.888 0.965 -1.006
10 H -2.443 -0.413 0.007
11 N 0.132 0.367 0.917
12 N 1.213 -0.850 -0.822
13 N -0.802 0.375 -1.188
14 S 1.402 0.307 2.015

Atom charges from the Löwdin analysis, given in e for atoms 1 to 6:
1 C -0.567
2 C -0.127
3 C -0.148
4 H -0.143
5 H 0.081
6 H 0.059

---

## two
The following is a DFT calculation (ωB97M-V with the def2-TZVPD basis set) of C3H7N3S in the gas phase.

Summary:
* LUMO: 0.85 eV
* orbital gap: 9.047 eV
* highest occupied orbital energy: -8.199 eV
* total charge: 0
* spin multiplicity: 1

Element x y z (Å)
1 C -0.076 1.607 -0.261
2 C 1.239 0.960 0.246
3 C -1.284 0.792 0.054
4 N -2.514 -1.219 -0.026
5 N -1.895 -0.184 -0.158
6 N 1.013 -1.744 0.339
7 S 1.736 -0.605 -0.619
8 H -0.094 2.661 0.138
9 H -0.076 1.581 -1.303
10 H 2.206 1.548 0.163
11 H 0.963 0.758 1.304
12 H 1.573 -2.171 1.092
13 H -3.143 -1.596 -0.838
14 H 0.352 -2.386 -0.131

Atom charges from the Löwdin analysis, given in e for atoms 1 to 6:
1 C -0.242
2 C -0.472
3 C -0.015
4 N 0.014
5 N -0.168
6 N -0.413

---

## three
The following is a DFT calculation (ωB97M-V with the def2-TZVPD basis set) of a molecular structure, C3H7N3S.

Summary:
* LUMO: 0.44 eV
* orbital gap: 9.025 eV
* highest occupied orbital energy: -8.582 eV
* total charge: 0
* spin multiplicity: 1

Element x y z (Å)
1 C -1.427 -1.124 -1.223
2 C -0.018 -0.639 -0.810
3 C 1.058 0.733 0.734
4 H -1.410 -2.540 -0.988
5 H -1.433 -0.989 -2.509
6 H -2.201 -0.447 -0.459
7 H 0.771 -0.539 -2.709
8 H -0.460 -0.298 1.288
9 H 1.655 0.457 -0.107
10 H 0.952 2.498 3.549
11 N 0.921 -0.325 -1.717
12 N 0.050 -0.154 0.545
13 N 1.406 1.554 1.604
14 S 0.134 1.815 2.800

Atom charges from the Löwdin analysis, given in e for atoms 1 to 6:
1 C -0.094
2 C -0.442
3 C -0.423
4 H 0.172
5 H 0.127
6 H 0.130

---

The most stable arrangement is one, and the next structure is 2.052 eV less stable.

---

## one
The following is a DFT calculation (ωB97M-V with the def2-TZVPD basis set) of C3H7N3S in the gas phase.

Summary:
* LUMO: 0.59 eV
* orbital gap: 8.845 eV
* highest occupied orbital energy: -8.257 eV
* total charge: 0
* SMILES: [H]/N=C(\C)N/C=N\S
* spin multiplicity: 1

Element x y z (Å)
1 C 1.922 -0.214 -0.424
2 C 0.475 -0.339 0.062
3 C -1.433 1.276 0.301
4 H 2.338 0.692 0.040
5 H 2.556 -1.086 -0.282
6 H 1.861 -0.037 -1.514
7 H 0.767 -1.922 1.004
8 H 0.397 1.549 -0.424
9 H -1.340 2.257 0.766
10 H -1.872 -1.518 0.194
11 N -0.012 -1.353 0.689
12 N -0.206 0.786 -0.294
13 N -2.570 0.722 0.273
14 S -2.883 -0.813 -0.390

Atom charges from the Löwdin analysis, given in e for atoms 1 to 6:
1 C -0.023
2 C -0.489
3 C -0.278
4 H 0.083
5 H 0.076
6 H 0.091

---

## two
The following is a DFT calculation (ωB97M-V with the def2-TZVPD basis set) of C3H7N3S in the gas phase.

Summary:
* LUMO: 0.48 eV
* orbital gap: 8.992 eV
* highest occupied orbital energy: -8.511 eV
* total charge: 0
* SMILES: C=CN(N)/C=N/S
* spin multiplicity: 1

Element x y z (Å)
1 C 0.061 1.187 0.019
2 C -0.116 2.376 0.562
3 C -0.217 -1.252 -0.409
4 H 1.067 -0.469 2.175
5 H -0.632 -1.016 2.572
6 H 0.156 1.125 -1.102
7 H -0.430 2.215 1.663
8 H 0.286 3.493 0.418
9 H 0.107 -2.316 0.053
10 H 0.689 -1.674 -4.008
11 N -0.137 -0.195 2.009
12 N -0.492 -0.118 0.532
13 N -0.219 -0.971 -1.682
14 S -0.125 -2.383 -2.804

Atom charges from the Löwdin analysis, given in e for atoms 1 to 6:
1 C -0.230
2 C -0.035
3 C -0.297
4 H 0.171
5 H 0.099
6 H 0.091

---

## three
The following is a DFT calculation (ωB97M-V with the def2-TZVPD basis set) of C3H7N3S in the gas phase.

Summary:
* LUMO: 0.81 eV
* orbital gap: 7.923 eV
* highest occupied orbital energy: -7.117 eV
* total charge: 0
* SMILES: CNN1C=CSN1
* spin multiplicity: 1

Element x y z (Å)
1 C -0.521 1.308 0.851
2 C -1.837 1.581 0.756
3 C 1.626 -1.499 -0.129
4 N -1.170 -0.454 -0.711
5 N -0.233 0.072 0.273
6 N 1.166 -0.094 -0.128
7 S -2.713 0.375 -0.200
8 H 0.239 1.675 1.526
9 H -2.330 2.511 1.019
10 H 2.707 -1.386 0.051
11 H 1.140 -2.087 0.565
12 H 1.388 -1.902 -1.193
13 H -0.829 -0.458 -1.644
14 H 1.367 0.358 -1.037

Atom charges from the Löwdin analysis, given in e for atoms 1 to 6:
1 C -0.196
2 C -0.442
3 C -0.104
4 N -0.270
5 N -0.265
6 N -0.097

---

The most stable arrangement is one, and the next structure is 2.924 eV less stable.

---

## one
The following is a DFT calculation (ωB97M-V with the def2-TZVPD basis set) of a molecular structure, C3H7N3S.

Summary:
* LUMO: 0.89 eV
* orbital gap: 9.884 eV
* highest occupied orbital energy: -8.995 eV
* total charge: 0
* spin multiplicity: 1

Element x y z (Å)
1 C -0.589 -0.187 -0.466
2 C 1.818 -0.637 0.346
3 C 0.965 0.009 1.394
4 H -2.553 0.815 -2.068
5 H -1.879 -0.360 0.775
6 H 0.357 -0.401 -2.093
7 H 1.941 0.396 -0.456
8 H 2.711 -1.487 0.643
9 H 1.088 -0.354 2.542
10 H 0.236 1.107 1.162
11 N -1.540 0.487 0.215
12 N -0.405 0.089 -1.712
13 N 0.259 -1.033 0.496
14 S -2.410 1.558 -0.778

Atom charges from the Löwdin analysis, given in e for atoms 1 to 6:
1 C -0.638
2 C -0.163
3 C -0.245
4 H -0.046
5 H 0.146
6 H 0.027

---

## two
The following is a DFT calculation (ωB97M-V with the def2-TZVPD basis set) of C3H7N3S in the gas phase.

Summary:
* LUMO: 0.55 eV
* orbital gap: 8.844 eV
* highest occupied orbital energy: -8.297 eV
* total charge: 0
* SMILES: C/C=N/NC(N)=S
* spin multiplicity: 1

Element x y z (Å)
1 C -2.573 0.035 0.332
2 C -1.181 0.550 0.717
3 C 2.226 -0.028 -0.302
4 H -3.297 0.801 -0.009
5 H -2.627 -0.840 -0.375
6 H -3.027 -0.406 1.281
7 H -1.055 1.065 1.706
8 H 1.342 0.647 1.376
9 H 2.550 -0.919 -2.197
10 H 1.028 -1.043 -1.577
11 N -0.210 0.037 0.037
12 N 1.131 0.271 0.431
13 N 1.887 -0.529 -1.577
14 S 3.807 0.360 0.159

Atom charges from the Löwdin analysis, given in e for atoms 1 to 6:
1 C -0.100
2 C -0.181
3 C -0.917
4 H 0.067
5 H 0.083
6 H 0.083

---

## three
The following is a DFT calculation (ωB97M-V with the def2-TZVPD basis set) of C3H7N3S in the gas phase.

Summary:
* LUMO: 0.81 eV
* orbital gap: 9.251 eV
* highest occupied orbital energy: -8.438 eV
* total charge: 0
* spin multiplicity: 1

Element x y z (Å)
1 C -1.163 -0.160 1.395
2 C 0.191 -0.781 1.685
3 C -0.172 1.282 -1.726
4 N -1.263 0.611 0.397
5 N 1.388 -1.507 -0.544
6 N -0.122 0.887 -0.300
7 S 1.260 -0.175 0.364
8 H -2.032 -0.543 1.966
9 H 0.551 -0.417 2.647
10 H 0.123 -1.806 1.326
11 H 0.561 2.112 -2.068
12 H -0.205 0.329 -2.156
13 H -1.249 1.636 -1.855
14 H 2.134 -1.467 -1.131

Atom charges from the Löwdin analysis, given in e for atoms 1 to 6:
1 C -0.227
2 C -0.319
3 C -0.097
4 N -0.013
5 N -0.331
6 N -0.386

---

The most stable arrangement is two, and the next structure is 2.850 eV less stable.

---

## one
The following is a DFT calculation (ωB97M-V with the def2-TZVPD basis set) of 2 unconnected molecules or ions with the total composition C3H9NO2S.

Summary:
* LUMO: 6.10 eV
* orbital gap: 5.764 eV
* highest occupied orbital energy: 0.334 eV
* total charge: -2
* spin multiplicity: 1

Element x y z (Å)
1 C 0.589 -0.055 0.202
2 C 1.674 0.232 -0.836
3 S 3.426 -0.008 -0.262
4 N -0.689 -0.314 -0.502
5 C -1.774 -0.931 0.278
6 O -2.221 -0.294 1.372
7 H 0.845 -0.927 0.810
8 H 0.423 0.807 0.853
9 H 1.554 1.227 -1.270
10 H 1.577 -0.537 -1.601
11 H -0.717 0.308 -1.294
12 H -1.306 -1.894 0.587
13 H -2.521 -1.196 -0.496
14 H -3.113 0.828 0.860
15 H -3.234 1.233 -0.702
16 O -3.648 1.382 0.152

Atom charges from the Löwdin analysis, given in e for atoms 1 to 6:
1 C -0.345
2 C -0.784
3 S -0.079
4 N -0.103
5 C -0.539
6 O -0.319

---

## two
The following is a DFT calculation (ωB97M-V with the def2-TZVPD basis set) of 2 unconnected molecules or ions with the total composition C3H9NO2S.

Summary:
* LUMO: 6.12 eV
* orbital gap: 6.146 eV
* highest occupied orbital energy: -0.031 eV
* total charge: -2
* spin multiplicity: 1

Element x y z (Å)
1 C -0.159 -0.290 0.742
2 O -1.526 0.418 0.499
3 C 0.360 -0.772 -0.644
4 C 1.764 -1.333 -0.601
5 S 3.068 0.041 -0.266
6 N -0.123 0.105 -1.792
7 H -0.357 -1.124 1.462
8 H 0.564 0.436 0.992
9 H -0.255 -1.758 -0.662
10 H 1.821 -1.955 0.273
11 H 1.681 -1.889 -1.548
12 H 0.425 0.971 -1.775
13 H -1.113 0.363 -1.533
14 H -1.716 1.293 1.036
15 H -2.050 3.153 1.691
16 O -2.386 2.341 2.125

Atom charges from the Löwdin analysis, given in e for atoms 1 to 6:
1 C -0.186
2 O -0.235
3 C -0.542
4 C -0.678
5 S -0.042
6 N 0.003

---

The most stable arrangement is one, and the next structure is 0.905 eV less stable.